Here is C52H125F3HgN5O19S4 as an isolated structure from the OMol25 dataset. Energies are from the ωB97M-V functional and the def2-TZVPD basis.

Values from the calculation:
- Kohn-Sham gap: 5.477 eV
- Charge: +1
- E: -157957.697 eV
- Energy relative to the best compared isomer or geometry (same formula, charge and spin): 356.4 kJ/mol

```
209
Properties=species:S:1:pos:R:3:mulliken_charge:R:1
Hg 2.31 1.91 -3.91 1.162
C 1.06 -0.29 -1.16 0.264
O -0.21 0.36 -0.86 1.593
O 1.68 0.40 -2.29 0.307
C 1.89 -0.44 0.17 -0.262
F 2.06 0.81 0.63 0.977
F 1.37 -1.22 1.09 0.230
F 3.14 -0.90 -0.16 -0.013
C -1.43 -0.25 -1.23 0.275
C -2.58 0.64 -0.90 -0.342
H -2.49 1.59 -1.42 -0.288
H -3.51 0.20 -1.28 -0.127
H -2.73 0.76 0.18 -0.195
H -1.47 -1.25 -0.79 -0.171
H -1.49 -0.41 -2.30 -0.703
H 0.84 -1.34 -1.38 -0.844
C -5.68 2.82 -4.33 -1.011
C -6.01 3.61 -3.08 0.403
C -6.20 2.65 -1.82 -0.989
O -4.89 4.41 -2.82 -0.470
H -4.75 2.27 -4.21 -0.096
H -5.39 3.58 -5.06 0.404
H -6.47 2.19 -4.73 0.388
H -6.89 4.21 -3.33 0.265
H -7.17 2.15 -1.92 0.436
H -6.32 3.17 -0.87 0.526
H -5.46 1.85 -1.82 -0.097
H -4.88 4.85 -1.97 0.308
C -5.26 -0.74 -4.28 -0.630
C -5.19 -2.22 -4.53 0.064
C -4.17 -3.03 -3.81 -0.743
O -6.41 -2.88 -4.15 -0.667
H -6.14 -0.35 -4.78 0.155
H -4.40 -0.20 -4.67 0.379
H -5.25 -0.47 -3.23 0.054
H -5.06 -2.39 -5.59 0.492
H -4.14 -4.10 -4.05 0.362
H -4.30 -2.92 -2.74 0.066
H -3.16 -2.75 -4.14 0.194
H -6.54 -2.90 -3.20 0.265
C -6.43 2.92 4.07 -1.506
C -5.56 3.06 2.89 1.157
C -5.90 2.16 1.67 -0.762
O -5.68 4.38 2.41 -0.538
H -6.40 1.87 4.34 0.363
H -7.46 3.22 3.86 0.357
H -6.05 3.53 4.89 0.484
H -4.52 2.82 3.12 -0.512
H -5.99 1.16 2.08 0.235
H -5.06 2.15 0.98 -0.073
H -6.87 2.32 1.19 0.439
H -5.82 4.91 3.20 0.386
C 0.78 -3.40 -3.66 0.446
C 0.13 -4.27 -4.74 0.145
C -1.02 -5.15 -4.26 -1.188
O -0.36 -3.31 -5.69 -0.516
H 1.23 -4.01 -2.88 -0.165
H 0.07 -2.78 -3.12 -0.552
H 1.55 -2.75 -4.06 0.185
H 0.89 -4.92 -5.16 0.386
H -1.84 -4.58 -3.82 0.006
H -0.52 -5.76 -3.49 0.303
H -1.34 -5.78 -5.09 0.639
H -0.90 -3.79 -6.31 0.316
C -7.66 -1.36 -0.63 -1.484
C -6.38 -2.13 -0.82 3.057
C -5.53 -2.36 0.46 -0.636
O -4.94 -1.15 1.08 0.082
C -4.36 -1.45 2.35 -0.689
N -6.81 -3.40 -1.37 -0.793
H -7.46 -0.41 -0.12 0.124
H -8.46 -1.85 -0.07 0.402
H -8.15 -1.21 -1.59 0.453
H -5.75 -1.70 -1.59 -1.678
H -4.62 -2.90 0.20 -0.344
H -6.03 -2.95 1.23 0.468
H -3.78 -2.37 2.31 0.273
H -5.07 -1.59 3.17 0.407
H -3.66 -0.69 2.72 -0.040
H -6.08 -4.09 -1.32 0.161
H -7.58 -3.85 -0.90 0.309
C -1.73 3.95 -3.24 -0.984
C -0.60 2.92 -3.59 2.446
C -0.55 2.70 -5.09 -1.168
O 0.34 1.59 -5.20 -0.359
C -0.30 0.32 -5.11 -0.935
N 0.66 3.32 -3.02 0.146
H -1.62 4.93 -3.71 0.554
H -1.82 4.11 -2.16 -0.045
H -2.72 3.66 -3.58 0.111
H -0.79 1.93 -3.18 -1.415
H -0.27 3.62 -5.61 0.393
H -1.52 2.46 -5.51 0.296
H 0.37 -0.51 -5.33 0.257
H -1.02 0.18 -5.91 0.481
H -0.69 -0.01 -4.15 0.288
H 0.46 3.37 -2.03 -0.264
H 0.91 4.26 -3.28 0.323
C 3.31 1.44 3.44 1.476
C 3.64 2.04 4.86 -0.055
C 3.01 3.44 5.21 -1.137
O 3.37 4.33 4.16 -0.183
C 2.98 5.65 4.41 -1.019
N 3.43 1.06 5.87 -0.535
H 3.90 0.55 3.21 -0.775
H 3.44 2.11 2.59 -0.342
H 2.24 1.25 3.40 -0.545
H 4.69 2.31 4.82 0.376
H 3.38 3.74 6.19 0.576
H 1.93 3.28 5.22 0.291
H 3.28 5.89 5.43 0.445
H 1.90 5.79 4.33 0.367
H 3.56 6.42 3.89 0.285
H 3.93 1.33 6.70 0.337
H 3.99 0.29 5.52 0.017
C 4.63 2.00 -0.65 -1.363
C 3.54 3.02 -0.89 3.056
C 3.89 4.36 -0.13 -1.100
O 2.93 5.40 -0.19 -0.297
C 3.10 6.45 0.76 -0.698
N 3.43 3.31 -2.30 -0.479
H 4.58 1.48 0.31 -0.295
H 5.63 2.44 -0.72 0.630
H 4.53 1.18 -1.36 0.305
H 2.57 2.62 -0.59 -2.039
H 4.86 4.80 -0.35 0.537
H 3.95 4.05 0.91 0.301
H 2.18 7.03 0.80 0.266
H 3.78 7.23 0.40 0.340
H 3.31 6.06 1.75 0.179
H 4.41 3.42 -2.49 0.388
H 3.06 4.24 -2.21 0.291
C 0.02 -1.90 3.77 -0.944
C 1.06 -2.11 4.89 0.570
C 2.49 -1.92 4.34 -0.437
O 3.57 -1.98 5.29 -0.279
C 3.58 -3.27 5.91 -0.939
N 0.88 -1.01 5.79 -0.683
H 0.10 -2.67 3.00 -0.065
H 0.14 -0.98 3.20 -0.641
H -0.97 -1.93 4.22 0.553
H 0.95 -3.10 5.33 0.668
H 2.66 -0.96 3.86 -0.030
H 2.65 -2.59 3.49 0.668
H 3.37 -4.11 5.24 0.377
H 2.81 -3.31 6.68 0.287
H 4.60 -3.43 6.27 0.300
H 1.51 -0.27 5.53 0.073
H 1.33 -1.30 6.65 0.446
C -0.97 -4.28 -0.75 0.259
C -1.95 -4.40 0.47 0.197
C -1.55 -5.71 1.14 -1.167
S 0.38 -5.64 1.04 1.077
O 0.91 -6.92 0.52 -0.709
O 0.97 -5.14 2.30 -0.546
C 0.46 -4.31 -0.16 0.684
H -1.18 -3.38 -1.32 -0.359
H -1.18 -5.14 -1.39 0.058
H -3.02 -4.34 0.30 -0.012
H -1.77 -3.47 1.01 0.055
H -1.86 -6.57 0.55 0.401
H -1.83 -5.96 2.16 0.502
H 1.26 -4.70 -0.78 0.247
H 0.61 -3.39 0.40 -0.710
C 6.02 -2.18 2.67 -0.463
C 6.67 -1.32 3.78 0.152
C 7.88 -0.60 3.19 -0.903
S 7.49 -0.32 1.39 1.172
O 8.44 -1.00 0.55 -0.692
O 7.15 1.07 1.06 -0.608
C 5.95 -1.31 1.44 0.794
H 5.02 -2.46 2.99 -0.160
H 6.61 -3.08 2.49 0.496
H 6.94 -1.96 4.62 0.579
H 5.95 -0.60 4.18 -0.453
H 8.64 -1.38 3.11 0.390
H 8.24 0.31 3.67 0.439
H 5.80 -1.86 0.51 0.205
H 5.23 -0.51 1.59 -0.950
C -1.61 2.66 2.61 -1.068
C -0.23 2.16 2.28 0.743
C 0.71 3.37 2.13 0.409
S -0.27 4.45 0.95 0.892
O 0.04 4.19 -0.43 -0.761
O -0.33 5.81 1.51 -0.752
C -1.87 3.58 1.36 -0.091
H -1.50 3.13 3.59 0.581
H -2.32 1.86 2.83 0.255
H -0.23 1.55 1.37 -0.618
H 0.06 1.52 3.11 -0.179
H 1.74 3.30 1.78 -0.490
H 0.72 3.93 3.07 0.191
H -2.04 2.89 0.53 -0.619
H -2.74 4.23 1.48 0.861
C 6.93 -3.02 -3.42 -0.915
C 6.16 -1.79 -2.95 -0.292
C 4.65 -2.19 -3.00 0.011
S 4.47 -4.01 -2.63 1.084
O 3.94 -4.73 -3.81 -0.633
O 3.95 -4.23 -1.25 -0.548
C 6.37 -4.27 -2.58 -0.881
H 7.98 -2.77 -3.30 0.452
H 6.88 -3.23 -4.49 0.314
H 6.29 -0.93 -3.61 0.459
H 6.48 -1.50 -1.95 0.029
H 4.17 -2.07 -3.97 0.545
H 3.97 -1.68 -2.34 -0.478
H 6.59 -5.28 -2.91 0.516
H 6.64 -4.28 -1.52 0.324
```